{"formula": "C23H19Cl2FeIN2O2S", "method": "ωB97M-V/def2-TZVPD", "total_charge": 1, "e_above_lowest_ev": 0.000, "multiplicity": 2, "symbols": ["Fe", "I", "C", "C", "C", "C", "C", "C", "C", "C", "C", "C", "H", "H", "H", "H", "H", "H", "C", "C", "C", "C", "C", "C", "C", "S", "O", "O", "N", "C", "C", "C", "C", "C", "N", "H", "H", "H", "H", "H", "H", "H", "H", "H", "H", "H", "Cl", "C", "Cl", "H", "H"], "positions_angstrom": [[-0.53248, -0.22327, 0.98138], [-1.84567, -0.52858, 3.40987], [-0.02748, -1.28401, 4.12608], [0.08967, -1.56035, 5.45454], [1.30058, -2.09244, 5.93837], [2.32636, -2.33384, 5.07260], [2.20650, -2.05660, 3.68886], [3.26796, -2.34468, 2.80040], [3.12732, -2.11814, 1.46473], [1.93261, -1.56368, 0.96051], [0.90108, -1.20803, 1.78696], [1.00086, -1.49572, 3.17983], [-0.73148, -1.37888, 6.13489], [1.40042, -2.31125, 6.99240], [3.25917, -2.74941, 5.43239], [4.18220, -2.76360, 3.20132], [3.92684, -2.35626, 0.77627], [1.87056, -1.42771, -0.11017], [-1.42246, 5.03665, -4.93190], [-0.88446, 3.90305, -4.10689], [-0.21430, 4.14073, -2.91042], [0.30055, 3.09467, -2.15869], [0.14619, 1.79716, -2.61922], [-0.51071, 1.53149, -3.81365], [-1.02412, 2.58440, -4.54582], [0.76528, 0.46579, -1.66035], [1.48016, 1.01945, -0.54029], [1.37128, -0.51585, -2.51291], [-0.58358, -0.19015, -0.95227], [-0.87991, -1.54608, -1.02221], [-0.95430, -2.44890, -2.06662], [-1.31974, -3.74515, -1.73389], [-1.58854, -4.10635, -0.41725], [-1.47231, -3.15186, 0.57317], [-1.13248, -1.90685, 0.24665], [-1.45439, 5.96397, -4.36264], [-2.42789, 4.81736, -5.29103], [-0.79180, 5.20253, -5.80722], [-0.08270, 5.15970, -2.56753], [0.84024, 3.27791, -1.23867], [-0.60431, 0.51472, -4.17333], [-1.53557, 2.38572, -5.47954], [-0.72228, -2.15492, -3.07853], [-1.39453, -4.49123, -2.51425], [-1.87530, -5.11633, -0.16462], [-1.63810, -3.36028, 1.62144], [-0.06301, 2.14436, 1.75867], [-1.65769, 2.88046, 1.41778], [-2.75488, 1.69401, 0.69889], [-1.49860, 3.68234, 0.70760], [-2.07076, 3.23394, 2.35432]], "mulliken_spin": [1.255, -0.023, -0.025, 0.004, -0.003, 0.004, -0.003, 0.017, -0.012, 0.024, -0.212, 0.002, 0.001, 0.000, 0.000, 0.000, -0.001, 0.000, 0.000, 0.000, 0.000, -0.001, 0.002, 0.001, 0.000, -0.013, 0.007, 0.002, -0.007, 0.014, -0.001, 0.000, -0.001, -0.005, -0.025, 0.000, 0.000, 0.000, 0.000, 0.000, 0.000, 0.000, 0.000, 0.000, 0.000, -0.003, 0.002, -0.002, 0.003, 0.000, 0.000]}



{"formula": "C46H33AlBrF4N3P2", "method": "ωB97M-V/def2-TZVPD", "total_charge": 2, "e_above_lowest_ev": 0.972, "symbols": ["Al", "C", "C", "C", "C", "N", "C", "C", "C", "C", "C", "C", "N", "H", "H", "H", "H", "H", "H", "H", "H", "F", "C", "C", "F", "C", "F", "C", "P", "C", "C", "C", "C", "C", "C", "C", "C", "C", "C", "C", "C", "C", "Br", "C", "F", "H", "H", "H", "H", "H", "H", "H", "H", "H", "H", "N", "P", "C", "C", "C", "C", "C", "C", "C", "C", "C", "C", "C", "C", "C", "C", "C", "C", "C", "C", "H", "H", "H", "H", "H", "H", "H", "H", "H", "H", "H", "H", "H", "H", "H"], "positions_angstrom": [[-0.42403, 0.75983, 0.01019], [-2.73619, -2.77669, -0.19723], [-4.04193, -2.27326, -0.30688], [-4.27777, -0.89775, -0.25156], [-3.17861, -0.07400, -0.03024], [-1.94348, -0.54181, 0.07954], [-1.71772, -1.84930, -0.02359], [-3.22536, 1.41546, 0.02567], [-4.40489, 2.14904, 0.05142], [-4.32188, 3.55347, 0.15828], [-3.08651, 4.14705, 0.22121], [-1.96077, 3.36351, 0.21585], [-2.02250, 2.04177, 0.13092], [-2.52559, -3.84373, -0.22622], [-4.85575, -2.98768, -0.42093], [-5.28433, -0.51529, -0.30784], [-0.67438, -2.14654, -0.03645], [-5.36107, 1.66115, -0.11930], [-5.22242, 4.14871, 0.14854], [-2.98276, 5.22660, 0.26499], [-0.96312, 3.80156, 0.22319], [5.57275, -0.07940, 4.16420], [4.32828, 0.09249, 3.78003], [3.32048, 0.26405, 4.72790], [3.68386, 0.19280, 6.01011], [2.01239, 0.47836, 4.33354], [1.09128, 0.57817, 5.28118], [1.65506, 0.49658, 3.00470], [-0.08419, 0.43559, 2.50140], [-0.91183, 1.84782, 3.22257], [-2.31031, 1.91294, 3.31243], [-2.92248, 3.10620, 3.62324], [-2.18142, 4.23535, 3.85656], [-0.79948, 4.20691, 3.78269], [-0.16659, 3.00778, 3.45491], [-0.74490, -1.07060, 3.22120], [-1.60385, -1.11920, 4.32647], [-1.94116, -2.33486, 4.89865], [-1.54059, -3.52584, 4.30420], [-0.67409, -3.47398, 3.22750], [-0.26815, -2.26261, 2.67699], [2.65731, 0.26775, 2.09679], [1.23169, 2.40647, -0.09602], [3.98647, 0.11678, 2.43269], [4.95605, 0.11457, 1.51607], [-2.94211, 1.07763, 3.12616], [-3.99385, 3.10750, 3.76688], [-2.67019, 5.16545, 4.08131], [-0.17464, 5.06436, 3.95927], [0.91519, 2.98050, 3.37181], [-2.01189, -0.24527, 4.77944], [-2.52446, -2.37069, 5.80087], [-1.79224, -4.49703, 4.69989], [-0.31043, -4.43321, 2.81354], [0.47164, -2.28811, 1.86788], [0.16105, 0.03028, -1.55156], [1.16644, -0.45337, -2.69480], [1.36827, -2.22817, -2.52742], [2.50150, -2.80813, -1.96949], [2.51278, -4.20423, -1.77858], [1.37123, -4.95752, -2.08010], [0.25135, -4.37569, -2.65980], [0.25282, -2.99897, -2.86691], [0.51641, -0.12627, -4.29029], [-0.36071, 0.92677, -4.56599], [-0.81339, 1.13462, -5.86116], [-0.44003, 0.28618, -6.87055], [0.50687, -0.74698, -6.63007], [0.97021, -0.95617, -5.32691], [2.69736, 0.45658, -2.59240], [3.07680, 1.32769, -3.60639], [4.26249, 2.02442, -3.55013], [5.17655, 1.75519, -2.57580], [4.84763, 0.86057, -1.55283], [3.61167, 0.24084, -1.57516], [3.42371, -2.26796, -1.80990], [3.36634, -4.75330, -1.37201], [1.35210, -6.01817, -1.89986], [-0.57218, -4.98670, -2.95451], [-0.63512, -2.54573, -3.32830], [-0.74640, 1.49871, -3.72213], [-1.53294, 1.92627, -6.07224], [-0.87282, 0.42661, -7.84251], [0.84954, -1.36470, -7.43704], [1.69860, -1.78045, -5.18327], [2.40872, 1.50599, -4.43517], [4.51202, 2.77009, -4.27750], [6.13799, 2.29662, -2.58914], [5.54227, 0.69657, -0.73890], [3.32836, -0.40880, -0.74779]], "lowdin_charge": [-0.290, 0.008, 0.008, 0.043, -0.166, 0.041, -0.102, -0.159, 0.042, 0.005, -0.017, -0.108, 0.058, 0.127, 0.130, 0.121, 0.105, 0.122, 0.128, 0.134, 0.066, 0.179, -0.129, -0.108, 0.150, -0.221, 0.135, -0.313, 1.076, -0.353, -0.104, -0.077, -0.062, -0.035, -0.075, -0.344, -0.062, -0.043, -0.052, -0.070, -0.120, 0.106, 0.530, -0.199, 0.106, 0.101, 0.120, 0.116, 0.117, 0.110, 0.098, 0.116, 0.116, 0.124, 0.109, -0.042, 0.880, -0.302, -0.050, -0.036, -0.056, -0.059, -0.095, -0.347, -0.065, -0.071, -0.043, -0.027, -0.073, -0.310, -0.053, -0.059, -0.041, -0.042, -0.136, 0.098, 0.120, 0.112, 0.108, 0.123, 0.106, 0.119, 0.112, 0.108, 0.130, 0.109, 0.117, 0.132, 0.104, 0.092]}



{"formula": "C17H17N3O2", "method": "ωB97M-V/def2-TZVPD", "e_above_lowest_ev": 1.194, "symbols": ["C", "H", "O", "C", "C", "C", "C", "C", "C", "H", "H", "H", "C", "O", "C", "N", "C", "N", "H", "N", "C", "C", "C", "C", "C", "C", "H", "H", "H", "H", "C", "H", "H", "H", "H", "H", "H", "H", "H"], "positions_angstrom": [[-3.13989, -2.69514, -0.25648], [-4.16740, -2.35667, -0.42296], [-2.41015, -1.77288, 0.51621], [-2.25124, -0.50618, 0.04320], [-1.54597, 0.36152, 0.87580], [-1.30870, 1.67005, 0.48177], [-1.80889, 2.12948, -0.73686], [-2.50335, 1.26726, -1.55875], [-2.72229, -0.04908, -1.18364], [-3.26341, -0.70233, -1.84985], [-2.88321, 1.61482, -2.50776], [-1.63099, 3.15357, -1.02497], [-0.50144, 2.60225, 1.30531], [-0.73920, 3.78391, 1.38516], [0.70537, 1.98993, 2.01089], [1.27243, 0.88288, 1.29929], [1.34284, -0.39184, 1.82235], [1.02385, -0.63208, 3.02754], [1.11144, -1.59746, 3.31560], [1.79591, -1.21975, 0.80307], [1.94470, -0.47509, -0.34895], [2.32529, -0.82990, -1.62702], [2.37440, 0.17683, -2.58342], [2.05398, 1.48838, -2.27014], [1.66788, 1.85156, -0.98644], [1.61546, 0.85537, -0.03343], [1.41542, 2.87193, -0.74531], [2.10288, 2.24443, -3.03868], [2.66751, -0.07148, -3.59223], [2.57216, -1.84906, -1.88071], [1.97754, -2.63950, 0.89503], [1.14364, -3.17542, 0.43042], [2.90629, -2.92702, 0.39949], [2.03919, -2.92796, 1.94415], [1.44731, 2.78147, 2.16906], [0.39858, 1.60276, 2.98927], [-1.21431, -0.00950, 1.83259], [-3.15585, -3.61689, 0.32305], [-2.65776, -2.88322, -1.22163]], "lowdin_charge": [-0.090, 0.097, -0.084, -0.256, 0.060, -0.155, -0.028, -0.063, -0.014, 0.103, 0.107, 0.118, -0.340, 0.110, -0.048, 0.007, -0.418, 0.141, 0.034, -0.015, -0.156, -0.018, -0.100, -0.092, -0.007, -0.154, 0.117, 0.100, 0.098, 0.104, -0.014, 0.098, 0.094, 0.084, 0.143, 0.129, 0.119, 0.093, 0.095]}



{"formula": "C11H13ClSi", "method": "ωB97M-V/def2-TZVPD", "e_above_lowest_ev": 1.298, "symbols": ["C", "C", "C", "C", "C", "C", "C", "C", "C", "C", "C", "Si", "Cl", "H", "H", "H", "H", "H", "H", "H", "H", "H", "H", "H", "H", "H"], "positions_angstrom": [[1.25533, 2.26402, 0.46012], [1.80231, 1.04147, 0.49889], [-0.08770, 2.40627, -0.05551], [1.18422, -0.24661, 0.14143], [-0.76935, 1.28238, -0.55611], [-0.05329, -0.01753, -0.64689], [-1.91563, 1.13914, -1.33482], [-1.89846, -0.09467, -1.96004], [-0.74873, -0.77238, -1.55716], [-2.89914, -0.59775, -2.88803], [1.68012, -0.83784, 3.26000], [0.39030, -0.78303, 1.87749], [-0.58181, -2.47381, 1.48660], [1.80392, 3.16523, 0.94484], [2.84849, 0.92882, 0.80465], [-0.46099, 3.32637, -0.18817], [1.90266, -1.14916, -0.12198], [-2.62277, 1.93646, -1.49860], [-0.36999, -1.72237, -1.89432], [-3.32363, -1.45452, -2.38763], [-2.29153, -1.10338, -3.58499], [-3.64276, -0.01556, -3.36333], [2.14090, 0.12029, 3.24049], [1.38536, -1.13277, 4.29025], [2.51644, -1.28734, 2.87035], [-0.74119, 0.19185, 2.22107]], "lowdin_charge": [-0.093, -0.176, 0.029, -0.298, -0.195, -0.255, -0.027, -0.297, -0.042, -0.038, -0.210, 0.218, 0.374, 0.138, 0.111, 0.067, 0.166, 0.111, 0.117, 0.089, 0.067, 0.075, 0.008, 0.055, -0.011, 0.016]}